1.
The following is a quantum chemistry calculation of a cluster of 2 separate species, C4H2ClP in total, from OMol25.

```
8
Properties=species:S:1:pos:R:3:mulliken_charge:R:1
C -0.69907 -0.15884 2.88849 -0.583
C 1.74315 -0.10928 -1.81492 0.487
C -0.96031 -0.51695 1.77696 -0.203
C 0.55508 -0.22977 -1.63367 -0.577
P -1.15599 -0.46124 -1.41100 0.214
Cl -1.75857 1.41845 -1.76457 -0.096
H -0.49972 0.03092 3.90935 0.367
H 2.77544 0.02671 -1.95063 0.391
```

* electronic energy: -25984.032 eV
* E_LUMO (alpha / beta): -2.764 / -2.912 eV
* frontier orbital gap (alpha / beta): 6.645 / 6.089 eV
* HOMO energy (alpha / beta): -0.346 / -0.331 Eh

2.
The following is a quantum chemistry calculation of a structure of composition C4H2CoFLiO4, from OMol25.

```
13
Properties=species:S:1:pos:R:3:mulliken_spin:R:1
O 2.85299 0.24834 -0.05135 0.011
C 3.97736 -0.00481 0.07356 0.007
O 5.10621 -0.24080 0.18707 0.006
O -2.13262 -1.14913 1.11646 -0.047
C -2.69384 0.00402 0.99114 0.925
C -0.74623 -1.15769 0.64857 0.030
O -1.79328 0.85344 0.45628 0.020
C -0.61915 0.16657 -0.05660 0.074
Li -2.72731 1.16608 -1.50608 -0.004
H -0.60453 -2.01610 -0.01519 0.001
H -0.10538 -1.23204 1.53320 0.000
F -0.97879 -0.02551 -1.44195 0.003
Co 1.08080 1.25205 0.05742 2.974
```

* electronic energy: -52881.942 eV
* E_LUMO (alpha / beta): -14.145 / -17.354 eV
* total charge: +3
* expectation value of S²: 6.0116
* frontier orbital gap (alpha / beta): 10.382 / 7.138 eV
* HOMO energy (alpha / beta): -0.901 / -0.900 Eh
* multiplicity: 5

3.
The following is a quantum chemistry calculation of a structure of composition C4H2CuO2, from OMol25.

```
9
Properties=species:S:1:pos:R:3:mulliken_charge:R:1
H -1.96029 -0.19676 0.89953 0.304
O -3.05899 0.38218 -2.06832 -0.228
C -2.42015 0.24208 -1.12628 0.627
C -1.58727 0.18099 -0.05611 -0.372
C -0.24013 0.42837 -0.37601 -0.405
H -0.04369 0.48622 -1.46059 0.186
C 1.81200 -0.16630 0.60938 0.141
O 2.72635 -0.31756 1.28577 -0.153
Cu 4.77218 -1.03923 2.29264 0.901
```

* electronic energy: -52900.830 eV
* E_LUMO (alpha / beta): -6.787 / -6.787 eV
* total charge: +1
* frontier orbital gap (alpha / beta): 3.764 / 3.763 eV
* HOMO energy (alpha / beta): -0.388 / -0.388 Eh

4.
The following is a quantum chemistry calculation of an isolated molecule of C4H2F2N2O, from OMol25.

```
11
Properties=species:S:1:pos:R:3:mulliken_charge:R:1
C 0.45658 -0.91103 0.27042 0.002
C 1.60862 -1.03637 -0.31022 0.129
C 0.76150 1.42290 -1.25049 -0.046
C 2.68379 -1.23832 -1.12767 0.541
N -0.37111 0.09535 0.30937 -0.774
N -0.13411 1.29294 -0.37581 0.214
O 3.27597 -2.27363 -1.12090 -0.491
F 0.77067 2.48269 -1.93898 -0.153
F 3.16758 -0.13919 -1.80318 -0.175
H 0.06644 -1.57541 0.96893 0.422
H -0.95316 1.91143 -0.12652 0.332
```

* electronic energy: -14636.039 eV
* E_LUMO: -2.010 eV
* frontier orbital gap: 7.124 eV
* HOMO energy: -0.336 Eh

5.
The following is a quantum chemistry calculation of an isolated molecule of C4H2F3IN2, from OMol25.

```
12
Properties=species:S:1:pos:R:3:mulliken_charge:R:1
C 0.72527 1.90782 -0.19251 0.211
C 2.04662 1.68567 0.16635 -0.382
C -0.11395 -0.81992 -0.08124 -0.583
C -0.83080 -2.13407 0.06284 1.051
N -0.45622 1.57798 0.18253 -0.903
N -0.87511 0.21613 0.22210 0.380
F -1.49240 -2.28925 -1.10867 -0.243
F 0.08322 -3.15895 0.24127 -0.248
F -1.79493 -2.38874 1.01094 -0.270
I 3.76624 2.20391 -0.60300 0.289
H 0.70166 2.92158 -0.57416 0.342
H -1.75960 0.27784 0.67355 0.355
```

* electronic energy: -23406.445 eV
* E_LUMO (alpha / beta): -2.065 / -1.555 eV
* frontier orbital gap (alpha / beta): 6.909 / 7.225 eV
* HOMO energy (alpha / beta): -0.330 / -0.323 Eh

6.
The following is a quantum chemistry calculation of an isolated molecule of C4H2F3N3O2, from OMol25.

```
14
Properties=species:S:1:pos:R:3:mulliken_charge:R:1
O -1.16632 -0.49411 -2.40088 -0.546
N -0.00198 -0.48202 -2.21902 1.097
O 0.92014 -0.65225 -2.91568 -0.496
N 0.39745 -0.20367 -0.76371 0.660
N 1.71381 -0.16125 -0.63843 -0.951
C 1.99511 0.12024 0.60170 -0.482
C 0.80999 0.27711 1.35559 -0.372
C -0.21863 0.05700 0.47581 0.045
C -1.68170 0.16641 0.72060 0.909
F -1.89740 0.63036 1.96105 -0.278
F -2.28758 1.01507 -0.11964 -0.243
F -2.32123 -1.00741 0.63041 -0.248
H 3.01392 0.20981 0.91823 0.478
H 0.72443 0.52471 2.39397 0.427
```

* electronic energy: -20893.818 eV
* E_LUMO: -0.468 eV
* SMILES string: O=[N+]([O-])n1nccc1C(F)(F)F
* frontier orbital gap: 10.324 eV
* HOMO energy: -0.397 Eh

7.
The following is a quantum chemistry calculation of a structure of composition C4H2HgLiO2, from OMol25.

```
10
Properties=species:S:1:pos:R:3:mulliken_spin:R:1
C -0.67502 -1.63944 -0.50490 0.003
C -0.97327 -1.97871 0.66781 -0.002
O -0.09837 -1.11355 -1.44737 -0.035
Hg 1.08872 0.47313 -2.10046 0.778
H -1.21564 -2.83219 1.28423 0.000
C 1.48800 1.67821 -0.16015 0.078
C 0.32668 1.80531 0.31022 0.119
O -0.72727 1.51534 0.86838 0.062
Li -1.69283 -0.01445 1.20778 0.010
H 2.47902 2.10634 -0.12554 -0.014
```

* electronic energy: -12651.446 eV
* E_LUMO (alpha / beta): -0.165 / -1.340 eV
* expectation value of S²: 0.7574
* frontier orbital gap (alpha / beta): 7.238 / 7.173 eV
* HOMO energy (alpha / beta): -0.272 / -0.313 Eh
* multiplicity: 2

8.
The following is a quantum chemistry calculation of a cluster of 3 separate species, C4H2INO2 in total, from OMol25.

```
10
Properties=species:S:1:pos:R:3:mulliken_charge:R:1
C -0.32473 1.25688 0.93141 0.462
C 0.09175 2.08382 0.16101 -0.135
C 0.52698 3.04418 -0.70629 -0.357
N 0.87254 3.84958 -1.44781 -0.419
H -0.69094 0.52418 1.58859 0.454
O -0.25279 -0.33467 -2.48006 -0.348
C 0.53582 -0.60161 -1.69712 0.698
O 1.31465 -0.86650 -0.90420 -0.357
I -1.80168 -4.42015 2.44393 -0.095
H -0.27159 -4.53572 2.11053 0.096
```

* electronic energy: -17864.053 eV
* E_LUMO: 0.256 eV
* SMILES string: C#CC#N.O=C=O.I
* frontier orbital gap: 10.620 eV
* HOMO energy: -0.381 Eh

Number 1: maximum force 3.4 eV/Å. Number 2: maximum force 6.9 eV/Å. Number 3: maximum force 2.7 eV/Å. Number 4: maximum force 4.1 eV/Å. Number 5: maximum force 3.1 eV/Å. Number 6: maximum force 2.1 eV/Å. Number 7: maximum force 3.0 eV/Å. Number 8: maximum force 2.0 eV/Å.